{
  "formula": "C4H11N2PS2",
  "method": "ωB97M-V with the def2-TZVPD basis set",
  "e_above_lowest_kcal_mol": 36.7,
  "homo_lumo_gap_ev": 8.270,
  "symbols": ["C", "C", "C", "C", "N", "N", "P", "S", "S", "H", "H", "H", "H", "H", "H", "H", "H", "H", "H", "H"],
  "coordinates": [[-1.370, 0.441, 1.320], [-1.601, 0.642, -1.136], [-0.541, -1.339, -0.240], [-0.740, 0.108, -0.027], [1.679, 0.518, 1.137], [2.599, -0.782, -0.758], [0.781, 1.264, -0.080], [3.250, -0.186, 0.679], [1.962, 0.488, -1.725], [-0.983, 0.006, 2.274], [-1.121, 1.467, 1.556], [-2.381, 0.281, 1.523], [-1.270, 0.437, -2.223], [-1.626, 1.803, -1.047], [-2.615, 0.313, -1.061], [-0.139, -1.740, -1.196], [0.256, -1.677, 0.361], [-1.470, -1.820, -0.021], [1.966, 1.187, 1.935], [3.365, -1.411, -1.272]],
  "forces_ev_per_angstrom": [[2.1, 0.3, 1.9], [0.2, 2.9, -1.8], [1.1, -1.1, -0.8], [0.5, 0.8, -0.8], [2.6, 0.5, 2.8], [2.2, -2.6, -1.3], [-0.9, -0.5, -1.1], [-0.5, 0.3, 0.4], [-0.3, 0.8, -0.1], [0.7, -0.6, -1.1], [-0.5, 0.8, -0.2], [-2.1, -0.1, -0.8], [-0.1, 0.1, 1.8], [-0.2, -1.7, -0.3], [-0.8, -0.3, 0.1], [-0.8, 1.0, -0.1], [0.6, -0.7, 1.6], [-0.5, -0.7, 0.2], [-0.8, -1.2, -1.8], [-2.3, 1.9, 1.3]],
  "mulliken_charge": [-1.87, -1.62, -1.82, 1.76, -0.45, -0.41, 0.07, 0.03, -0.11, 0.41, 0.47, 0.47, 0.32, 0.41, 0.40, 0.32, 0.48, 0.45, 0.33, 0.36]
}